(1)
Here is a 14-piece molecular cluster, C20H68N8O14 overall from the Open Molecules 2025 dataset. Energies are from wB97M-V/def2-TZVPD.

* energy relative to the best compared isomer or geometry (same formula, charge and spin): 43.8 kcal per mole
* energy: -62423.1658 eV
* net charge: 0
* gap between HOMO and LUMO: 0.2989 Ha
* LUMO energy: -0.0084 Ha

Positions of all 110 atoms, in Å:
C 1.70 1.87 3.46
C 1.53 0.80 4.51
O 2.17 1.11 5.69
H 1.22 1.50 2.51
H 2.73 2.06 3.24
H 1.27 2.83 3.69
H 1.93 -0.06 4.02
H 0.46 0.50 4.75
H 2.08 0.47 6.36
C 0.74 -1.51 -3.43
C 0.34 -0.57 -4.60
O 1.46 -0.51 -5.38
H 1.41 -1.19 -2.71
H 1.15 -2.35 -3.81
H -0.17 -1.83 -2.95
H -0.09 0.36 -4.30
H -0.41 -0.93 -5.33
H 1.68 -1.36 -5.76
C -4.59 0.41 1.61
C -3.92 -0.93 1.63
O -4.67 -1.95 1.04
H -5.63 0.48 1.91
H -4.53 0.80 0.54
H -4.05 1.06 2.26
H -3.79 -1.16 2.67
H -2.98 -0.92 1.08
H -4.06 -2.55 0.63
C -3.54 2.83 -2.54
C -3.16 2.79 -1.07
O -4.10 3.29 -0.22
H -4.24 2.03 -2.85
H -2.74 2.58 -3.22
H -4.03 3.72 -2.83
H -2.34 3.43 -0.90
H -2.85 1.76 -0.76
H -3.68 3.36 0.59
C 1.74 4.12 0.69
C 2.31 3.09 -0.25
O 2.97 2.13 0.49
H 1.24 4.97 0.20
H 2.40 4.47 1.48
H 0.90 3.62 1.12
H 3.07 3.65 -0.92
H 1.55 2.70 -0.86
H 3.75 1.89 0.01
C 3.77 -0.51 2.15
C 4.22 -1.76 3.03
O 3.50 -2.79 2.40
H 4.44 0.31 2.35
H 2.79 -0.08 2.29
H 3.87 -0.76 1.16
H 4.08 -1.71 4.09
H 5.31 -2.02 2.82
H 3.63 -2.68 1.42
C -0.02 0.21 -0.18
O -0.53 1.47 -0.43
N -0.73 -0.83 -0.45
N 1.20 -0.09 0.17
H -1.62 -0.55 -0.89
H -0.44 -1.84 -0.24
H 1.81 0.76 0.28
H 1.69 -0.96 -0.04
C -0.30 -2.12 3.46
O -1.43 -1.39 3.64
N 0.65 -1.92 2.57
N -0.05 -3.11 4.20
H 0.49 -1.17 1.87
H 1.59 -2.27 2.57
H -0.72 -3.34 4.94
H 0.80 -3.70 4.30
C 0.16 4.24 -3.10
O -0.58 4.97 -2.19
N 0.29 2.92 -2.93
N 0.84 4.67 -4.11
H -0.13 2.46 -2.15
H 1.08 2.46 -3.44
H 0.62 5.61 -4.52
H 1.54 4.01 -4.60
C 1.14 -3.58 -0.49
O 2.33 -2.93 -0.23
N 0.21 -3.52 0.43
N 0.96 -4.26 -1.59
H 0.43 -3.05 1.38
H -0.80 -3.85 0.40
H 1.63 -4.15 -2.41
H 0.14 -4.87 -1.77
C -1.77 1.87 2.76
O -1.70 2.88 1.73
H -1.90 0.97 2.20
H -2.59 2.01 3.46
H -0.88 1.81 3.28
H -1.23 2.40 0.98
C 4.26 -1.34 -2.09
O 3.61 -0.21 -1.59
H 3.65 -2.25 -2.35
H 5.14 -1.56 -1.56
H 4.55 -0.99 -3.03
H 4.23 0.53 -1.68
C -3.17 -0.67 -2.97
O -3.17 -0.48 -1.59
H -2.74 -1.71 -3.28
H -2.53 0.16 -3.33
H -4.19 -0.66 -3.45
H -4.04 -0.20 -1.25
C -2.63 -3.74 -0.94
O -2.31 -4.11 0.39
H -3.67 -3.86 -1.29
H -1.89 -4.31 -1.52
H -2.37 -2.72 -1.10
H -2.77 -4.97 0.56

=====

(2)
Here is a 12-piece molecular cluster, C20H69N5O12 overall from the Open Molecules 2025 dataset. Energies are from wB97M-V/def2-TZVPD.

* energy relative to the best compared isomer or geometry (same formula, charge and spin): 12.5 kcal per mole
* energy: -53877.6334 eV
* net charge: 0
* SMILES: COC[C@H](C)N.COC[C@H](C)N.COC[C@H](C)N.COC[C@H](C)N.COC[C@H](C)N.O.O.O.O.O.O.O
* gap between HOMO and LUMO: 0.3306 Ha
* LUMO energy: 0.0020 Ha

Positions of all 106 atoms, in Å:
C 1.45 0.04 -4.24
O 1.03 1.09 -3.40
C 1.91 2.20 -3.40
C 1.28 3.34 -2.68
C 2.05 4.63 -2.87
N 1.23 3.02 -1.22
H 2.46 -0.30 -3.98
H 1.50 0.37 -5.29
H 0.73 -0.76 -4.15
H 2.84 1.90 -2.89
H 2.14 2.48 -4.44
H 0.23 3.51 -2.95
H 1.54 5.42 -2.31
H 2.02 4.95 -3.92
H 3.08 4.51 -2.55
H 0.62 3.72 -0.79
H 0.63 2.21 -1.10
C 7.99 -0.95 -0.45
O 8.01 -1.36 0.89
C 7.03 -0.79 1.72
C 5.65 -1.42 1.68
C 4.84 -0.96 0.47
N 4.95 -1.00 2.91
H 8.99 -1.14 -0.85
H 7.87 0.14 -0.55
H 7.24 -1.47 -1.05
H 7.41 -0.85 2.75
H 6.95 0.30 1.57
H 5.78 -2.50 1.70
H 3.81 -1.33 0.48
H 5.21 -1.35 -0.48
H 4.81 0.13 0.44
H 5.52 -1.27 3.71
H 4.11 -1.57 3.02
C -4.44 -4.94 0.66
O -5.20 -5.00 1.84
C -4.45 -4.59 2.97
C -5.32 -4.50 4.21
C -6.64 -3.82 3.86
N -4.65 -3.72 5.25
H -3.73 -4.12 0.66
H -5.12 -4.93 -0.19
H -3.83 -5.85 0.52
H -3.64 -5.32 3.14
H -4.02 -3.61 2.73
H -5.59 -5.50 4.57
H -7.28 -3.75 4.74
H -7.21 -4.38 3.11
H -6.44 -2.83 3.45
H -3.67 -3.57 5.01
H -4.97 -2.75 5.16
C 0.14 5.82 0.47
O -0.80 5.82 -0.59
C -2.04 5.32 -0.15
C -3.01 5.30 -1.31
C -2.55 4.34 -2.41
N -3.21 6.69 -1.80
H -0.17 6.53 1.24
H 1.14 6.05 0.11
H 0.22 4.80 0.88
H -1.94 4.29 0.23
H -2.44 5.98 0.63
H -3.98 4.91 -0.98
H -2.42 3.34 -1.99
H -1.62 4.66 -2.88
H -3.27 4.29 -3.24
H -3.77 6.62 -2.64
H -2.30 6.99 -2.13
C -2.83 -2.09 -2.05
O -2.08 -1.43 -1.05
C -0.76 -1.13 -1.50
C 0.01 -0.71 -0.28
C -0.58 0.59 0.29
N 1.44 -0.57 -0.58
H -2.89 -1.54 -2.99
H -3.82 -2.25 -1.62
H -2.48 -3.11 -2.23
H -0.34 -2.04 -1.93
H -0.77 -0.30 -2.23
H -0.19 -1.43 0.52
H -0.78 1.32 -0.50
H 0.00 0.99 1.11
H -1.56 0.38 0.73
H 1.53 0.12 -1.32
H 1.89 -0.24 0.27
O -3.84 -1.21 1.32
H -3.14 -1.19 0.64
H -4.66 -1.15 0.82
O -0.02 -0.77 3.30
H 0.78 -0.45 2.84
H -0.44 0.04 3.62
O -1.40 1.57 3.91
H -1.32 2.43 3.48
H -2.29 1.27 3.70
O 3.88 -1.58 -2.38
H 3.72 -2.48 -2.09
H 3.20 -1.07 -1.92
O 2.40 0.59 2.45
H 3.08 0.11 2.94
H 2.90 1.10 1.80
O -0.22 -4.75 -2.72
H 0.52 -5.36 -2.73
H -0.88 -5.15 -3.30
O -1.17 -4.22 -0.18
H -0.71 -3.41 0.07
H -0.90 -4.39 -1.09

=====

(3)
Here is C20H70Ba2F3O18 as an isolated structure from the Open Molecules 2025 dataset. Energies are from wB97M-V/def2-TZVPD.

* energy relative to the best compared isomer or geometry (same formula, charge and spin): 0.0 kcal per mole
* energy: -68240.7100 eV
* net charge: +3
* gap between HOMO and LUMO: 0.1239 Ha
* LUMO energy: -0.4121 Ha

Positions of all 113 atoms, in Å:
Ba 4.60 0.54 -1.57
Ba 2.45 -1.34 -4.17
C 0.79 0.48 -0.87
O -0.08 -0.60 -0.74
O 1.84 0.10 -1.70
C 0.05 1.73 -1.36
F 0.86 2.77 -1.49
F -0.58 1.51 -2.53
F -0.88 2.07 -0.46
C -0.72 -0.81 0.53
C -1.52 -2.10 0.38
H -1.76 -2.58 1.34
H -2.46 -1.91 -0.13
H -0.96 -2.88 -0.14
H -1.36 0.02 0.82
H -0.01 -0.91 1.36
H 1.25 0.76 0.09
C -1.36 5.07 1.08
O -0.19 5.66 0.53
H -1.10 4.74 2.08
H -2.23 5.72 1.17
H -1.66 4.18 0.51
H -0.41 5.95 -0.37
C -2.17 -4.91 4.33
O -2.88 -6.06 3.97
H -1.12 -5.13 4.51
H -2.18 -4.18 3.49
H -2.51 -4.28 5.16
H -3.79 -5.82 3.76
C 3.73 -0.64 1.79
O 3.84 0.64 1.17
H 4.40 -0.75 2.64
H 2.72 -0.79 2.19
H 3.87 -1.48 1.10
H 3.35 1.30 1.73
C -0.53 -5.74 -1.75
O -1.38 -6.76 -2.23
H 0.51 -5.94 -2.06
H -0.74 -4.81 -2.30
H -0.64 -5.55 -0.68
H -1.39 -7.44 -1.55
C 2.42 4.05 -4.83
O 1.96 3.03 -3.93
H 2.66 3.64 -5.82
H 1.65 4.80 -4.99
H 3.29 4.60 -4.45
H 2.59 2.30 -3.93
C 3.59 4.40 -0.79
O 3.74 3.22 -1.60
H 2.63 4.40 -0.27
H 4.43 4.45 -0.11
H 3.56 5.32 -1.39
H 3.13 3.27 -2.36
C 1.68 3.37 2.33
O 2.07 2.06 2.75
H 2.55 4.02 2.29
H 1.22 3.40 1.34
H 1.03 3.82 3.08
H 1.33 1.63 3.19
C -1.60 5.20 -2.81
O -1.22 6.37 -2.12
H -0.80 4.79 -3.42
H -1.94 4.42 -2.12
H -2.46 5.39 -3.46
H -2.00 6.75 -1.71
C -1.41 -1.67 -3.58
O -0.07 -1.93 -3.14
H -1.58 -2.16 -4.53
H -2.10 -2.11 -2.85
H -1.59 -0.60 -3.67
H 0.01 -1.52 -2.24
C -4.04 0.37 -1.47
O -4.82 1.23 -0.68
H -4.01 0.65 -2.53
H -3.03 0.33 -1.07
H -4.45 -0.64 -1.46
H -5.63 1.50 -1.12
C 2.24 -3.68 -0.49
O 3.62 -3.99 -0.76
H 1.68 -4.59 -0.33
H 2.10 -2.95 0.30
H 1.81 -3.32 -1.44
H 4.01 -3.27 -1.26
C 1.00 -1.87 4.92
O 2.32 -2.37 4.82
H 0.36 -2.58 5.44
H 0.91 -0.91 5.43
H 0.57 -1.71 3.92
H 2.94 -1.72 5.17
C 1.01 -5.38 2.45
O 1.45 -4.93 3.69
H 0.47 -6.33 2.53
H 0.35 -4.70 1.89
H 1.85 -5.64 1.79
H 1.77 -4.03 3.67
C -0.02 0.98 -6.14
O 0.57 0.65 -4.87
H -0.96 1.50 -6.01
H 0.72 1.53 -6.73
H -0.23 0.05 -6.68
H 0.67 1.40 -4.26
C -0.91 1.02 3.26
O -0.19 1.30 4.47
H -0.48 1.40 2.33
H -0.87 -0.08 3.22
H -1.95 1.34 3.38
H -0.82 1.30 5.19
C -4.53 -0.10 2.85
O -3.63 -0.24 1.75
H -3.92 0.25 3.68
H -5.22 0.73 2.65
H -5.08 -1.01 3.08
H -4.03 -0.06 0.90

=====

Q: Which value of gap between HOMO and LUMO does entry 3 give?
A: 0.1239 Ha

=====

Copy entry 2 word for word.
Here is a 12-piece molecular cluster, C20H69N5O12 overall from the Open Molecules 2025 dataset. Energies are from wB97M-V/def2-TZVPD.

* energy relative to the best compared isomer or geometry (same formula, charge and spin): 12.5 kcal per mole
* energy: -53877.6334 eV
* net charge: 0
* SMILES: COC[C@H](C)N.COC[C@H](C)N.COC[C@H](C)N.COC[C@H](C)N.COC[C@H](C)N.O.O.O.O.O.O.O
* gap between HOMO and LUMO: 0.3306 Ha
* LUMO energy: 0.0020 Ha

Positions of all 106 atoms, in Å:
C 1.45 0.04 -4.24
O 1.03 1.09 -3.40
C 1.91 2.20 -3.40
C 1.28 3.34 -2.68
C 2.05 4.63 -2.87
N 1.23 3.02 -1.22
H 2.46 -0.30 -3.98
H 1.50 0.37 -5.29
H 0.73 -0.76 -4.15
H 2.84 1.90 -2.89
H 2.14 2.48 -4.44
H 0.23 3.51 -2.95
H 1.54 5.42 -2.31
H 2.02 4.95 -3.92
H 3.08 4.51 -2.55
H 0.62 3.72 -0.79
H 0.63 2.21 -1.10
C 7.99 -0.95 -0.45
O 8.01 -1.36 0.89
C 7.03 -0.79 1.72
C 5.65 -1.42 1.68
C 4.84 -0.96 0.47
N 4.95 -1.00 2.91
H 8.99 -1.14 -0.85
H 7.87 0.14 -0.55
H 7.24 -1.47 -1.05
H 7.41 -0.85 2.75
H 6.95 0.30 1.57
H 5.78 -2.50 1.70
H 3.81 -1.33 0.48
H 5.21 -1.35 -0.48
H 4.81 0.13 0.44
H 5.52 -1.27 3.71
H 4.11 -1.57 3.02
C -4.44 -4.94 0.66
O -5.20 -5.00 1.84
C -4.45 -4.59 2.97
C -5.32 -4.50 4.21
C -6.64 -3.82 3.86
N -4.65 -3.72 5.25
H -3.73 -4.12 0.66
H -5.12 -4.93 -0.19
H -3.83 -5.85 0.52
H -3.64 -5.32 3.14
H -4.02 -3.61 2.73
H -5.59 -5.50 4.57
H -7.28 -3.75 4.74
H -7.21 -4.38 3.11
H -6.44 -2.83 3.45
H -3.67 -3.57 5.01
H -4.97 -2.75 5.16
C 0.14 5.82 0.47
O -0.80 5.82 -0.59
C -2.04 5.32 -0.15
C -3.01 5.30 -1.31
C -2.55 4.34 -2.41
N -3.21 6.69 -1.80
H -0.17 6.53 1.24
H 1.14 6.05 0.11
H 0.22 4.80 0.88
H -1.94 4.29 0.23
H -2.44 5.98 0.63
H -3.98 4.91 -0.98
H -2.42 3.34 -1.99
H -1.62 4.66 -2.88
H -3.27 4.29 -3.24
H -3.77 6.62 -2.64
H -2.30 6.99 -2.13
C -2.83 -2.09 -2.05
O -2.08 -1.43 -1.05
C -0.76 -1.13 -1.50
C 0.01 -0.71 -0.28
C -0.58 0.59 0.29
N 1.44 -0.57 -0.58
H -2.89 -1.54 -2.99
H -3.82 -2.25 -1.62
H -2.48 -3.11 -2.23
H -0.34 -2.04 -1.93
H -0.77 -0.30 -2.23
H -0.19 -1.43 0.52
H -0.78 1.32 -0.50
H 0.00 0.99 1.11
H -1.56 0.38 0.73
H 1.53 0.12 -1.32
H 1.89 -0.24 0.27
O -3.84 -1.21 1.32
H -3.14 -1.19 0.64
H -4.66 -1.15 0.82
O -0.02 -0.77 3.30
H 0.78 -0.45 2.84
H -0.44 0.04 3.62
O -1.40 1.57 3.91
H -1.32 2.43 3.48
H -2.29 1.27 3.70
O 3.88 -1.58 -2.38
H 3.72 -2.48 -2.09
H 3.20 -1.07 -1.92
O 2.40 0.59 2.45
H 3.08 0.11 2.94
H 2.90 1.10 1.80
O -0.22 -4.75 -2.72
H 0.52 -5.36 -2.73
H -0.88 -5.15 -3.30
O -1.17 -4.22 -0.18
H -0.71 -3.41 0.07
H -0.90 -4.39 -1.09

=====

Q: What is the net charge in the second record?
A: 0